[1]
{
  "formula": "C4H11NO",
  "method": "wB97M-V/def2-TZVPD",
  "smiles": "C[C@H](N)CCO",
  "charge": 0,
  "homo_lumo_gap_ev": 10.3,
  "elements": ["C", "C", "N", "C", "C", "O", "H", "H", "H", "H", "H", "H", "H", "H", "H", "H", "H"],
  "xyz": [[-1.75610, -0.44696, -0.90408], [-0.30918, -0.12576, -0.41994], [0.57212, -1.19454, -0.97791], [-0.13602, 0.18281, 1.04207], [1.31630, 0.65171, 1.40625], [1.80537, 1.61514, 0.29445], [-2.37846, 0.40346, -0.68869], [-2.17434, -1.30396, -0.37061], [-1.61346, -0.55568, -2.00430], [-0.07031, 0.79207, -0.85591], [0.20169, -2.11116, -0.87614], [0.68716, -0.94072, -1.91324], [-0.80046, 1.07024, 1.12714], [-0.45279, -0.61850, 1.74487], [1.15610, 1.36114, 2.35647], [2.16214, 0.02212, 1.62779], [1.79023, 1.19860, -0.58822]],
  "forces_ev_per_angstrom": [[1.29, 0.66, 0.22], [-1.00, -3.00, -0.15], [0.58, 1.82, 2.12], [0.64, -0.09, 0.58], [-1.00, 3.96, -0.44], [-0.60, -0.99, 1.59], [-0.58, 0.38, -0.10], [0.10, -0.18, -0.46], [-0.79, -0.29, 0.82], [0.62, 1.24, -1.24], [-0.44, -0.59, -0.04], [0.34, -0.28, -1.80], [0.40, -0.50, 0.69], [0.04, 0.42, -0.47], [0.70, -1.40, -2.14], [-0.35, -0.91, -0.17], [0.05, -0.26, 0.99]]
}

***

[2]
{
  "formula": "C4H11NO",
  "method": "wB97M-V/def2-TZVPD",
  "smiles": "CNC[C@@H](C)O",
  "charge": 0,
  "homo_lumo_gap_ev": 9.7,
  "elements": ["C", "N", "C", "C", "C", "O", "H", "H", "H", "H", "H", "H", "H", "H", "H", "H", "H"],
  "xyz": [[-0.25589, -0.29683, 2.53574], [0.64559, 0.15802, 1.46103], [0.36750, -0.43133, 0.16225], [-0.12834, 0.52459, -0.94726], [0.53204, 0.10759, -2.29107], [-1.53772, 0.69682, -0.99105], [-0.10073, 0.18723, 3.52036], [-1.30446, -0.07066, 2.34423], [-0.10235, -1.36361, 2.56708], [0.40092, 1.13141, 1.30069], [-0.05001, -1.46925, 0.19574], [1.31864, -0.74822, -0.27641], [0.24253, 1.51523, -0.64143], [-0.18005, 0.46678, -3.04274], [0.65791, -0.96126, -2.20457], [1.47985, 0.64586, -2.41078], [-1.98544, -0.09237, -1.28180]],
  "forces_ev_per_angstrom": [[-0.08, 0.32, -0.11], [-1.07, 0.95, 0.42], [1.34, -1.29, -1.07], [0.27, -0.30, 0.79], [-1.20, 1.27, 1.00], [0.13, 0.62, 0.03], [0.68, -0.37, -0.59], [-0.31, -0.26, -0.38], [-0.23, -0.38, 0.60], [0.44, 0.16, 0.39], [-0.82, 1.01, 0.19], [0.59, 0.27, 0.29], [-0.13, -0.14, -0.27], [0.40, -0.54, -0.31], [0.12, -0.32, -0.85], [-0.13, -0.44, -0.02], [0.01, -0.56, -0.13]]
}

***

The following energy values (in Ha) correspond, in order, to the records above: -288.949034 -288.950829.
The following ΔE to the lowest compared entry with this formula, charge and spin values (in kJ/mol) correspond, in order, to the records above: 178.48 173.77.
The following HOMO energy values (in eV) correspond, in order, to the records above: -9.38 -8.75.